(1)
Entry from the OMol25 dataset: 3 unconnected molecules or ions with the total composition C2H10N2O2 (ωB97M-V with the def2-TZVPD basis set).

## Properties
SMILES = N/C=C/N.O.O
energy above the lowest of the compared OMol25 structures with the same formula, charge and spin = 43.9 kcal/mol
max |F| = 7.10 eV/A
gap between HOMO and LUMO = 8.8 eV
M = 94.11 g/mol

Each line ends with the natural charge from an NBO analysis.
Geometry (Å):
N 0.128 -1.157 2.261  -0.806
C 0.529 -0.677 0.997  -0.024
C 0.464 -1.431 -0.075  -0.128
N 0.889 -0.930 -1.393  -0.864
H -0.527 -1.876 2.302  0.378
H 0.187 -0.567 2.932  0.364
H 0.732 0.475 0.968  0.185
H 0.276 -2.491 -0.077  0.193
H 0.921 -1.581 -2.145  0.379
H 1.761 -0.430 -1.406  0.376
O -0.895 2.807 0.596  -0.938
H -0.127 2.212 0.421  0.467
H -1.595 2.476 0.165  0.473
O -1.211 1.041 -1.545  -1.018
H -0.428 0.331 -1.855  0.501
H -1.104 1.800 -2.147  0.463


(2)
Entry from the OMol25 dataset: 2 unconnected molecules or ions with the total composition C2H10N2O2 (ωB97M-V with the def2-TZVPD basis set).

## Properties
SMILES = NCO.NCO
energy above the lowest of the compared OMol25 structures with the same formula, charge and spin = 37.7 kcal/mol
max |F| = 3.60 eV/A
gap between HOMO and LUMO = 10.0 eV
M = 94.11 g/mol

Each line ends with the natural charge from an NBO analysis.
Geometry (Å):
N -1.791 0.352 -0.949  -0.860
C -0.693 0.537 -1.900  0.065
O -0.419 1.962 -1.984  -0.735
H -1.572 -0.202 -0.197  0.365
H -2.621 0.011 -1.425  0.355
H -1.019 0.201 -2.894  0.144
H 0.168 -0.063 -1.452  0.199
H -1.235 2.392 -1.995  0.462
N 0.939 0.493 1.848  -0.910
C 1.217 -0.971 1.788  0.088
O 1.352 -1.396 0.386  -0.739
H 1.601 1.022 1.296  0.404
H 0.088 0.742 2.358  0.402
H 0.476 -1.552 2.345  0.152
H 2.108 -1.161 2.323  0.141
H 1.401 -2.369 0.452  0.465


(3)
Entry from the OMol25 dataset: 3 unconnected molecules or ions with the total composition C2H10N2O3 (ωB97M-V with the def2-TZVPD basis set).

## Properties
SMILES = NCNC=O.O.O
energy above the lowest of the compared OMol25 structures with the same formula, charge and spin = 35.3 kcal/mol
max |F| = 3.86 eV/A
gap between HOMO and LUMO = 10.2 eV
M = 110.11 g/mol

Each line ends with the natural charge from an NBO analysis.
Geometry (Å):
N 1.851 -0.227 0.179  -0.895
C 1.264 0.399 -1.096  -0.051
N -0.117 0.594 -0.816  -0.640
C -1.093 -0.280 -1.311  0.514
O -0.868 -0.926 -2.324  -0.616
H 2.836 -0.444 0.044  0.373
H 1.241 -0.986 0.422  0.370
H 1.487 -0.344 -1.832  0.211
H 1.682 1.367 -1.368  0.189
H -0.308 1.045 0.050  0.400
H -2.025 -0.412 -0.872  0.162
O -1.757 -0.038 1.339  -0.971
H -1.406 -0.918 1.416  0.465
H -1.165 0.549 1.833  0.500
O 0.487 0.543 2.685  -1.014
H 0.668 -0.023 3.470  0.487
H 1.266 0.539 2.033  0.516


(4)
Entry from the OMol25 dataset: 3 unconnected molecules or ions with the total composition C2H10N2O3 (ωB97M-V with the def2-TZVPD basis set).

## Properties
SMILES = NCC(N)=O.O.O
energy above the lowest of the compared OMol25 structures with the same formula, charge and spin = 22.0 kcal/mol
max |F| = 1.75 eV/A
gap between HOMO and LUMO = 9.8 eV
M = 110.11 g/mol

Each line ends with the natural charge from an NBO analysis.
Geometry (Å):
N 0.726 0.105 -2.300  -0.837
C -0.319 0.365 -1.331  -0.329
C 0.022 -0.096 0.098  0.662
N -0.734 0.433 1.119  -0.832
O 1.004 -0.758 0.366  -0.632
H 1.291 0.920 -2.508  0.358
H 1.367 -0.592 -1.866  0.382
H -0.621 1.402 -1.166  0.205
H -1.214 -0.162 -1.807  0.213
H -1.598 0.878 0.854  0.402
H -0.654 0.190 2.090  0.403
O -3.857 1.020 1.186  -0.964
H -4.154 1.171 2.092  0.483
H -4.592 0.986 0.574  0.485
O 4.655 -2.288 0.814  -0.938
H 4.387 -1.874 1.643  0.468
H 4.291 -1.701 0.143  0.471


(5)
Entry from the OMol25 dataset: 2 unconnected molecules or ions with the total composition C2H10N2P (ωB97M-V with the def2-TZVPD basis set).

## Properties
energy above the lowest of the compared OMol25 structures with the same formula, charge and spin = 53.3 kcal/mol
max |F| = 4.92 eV/A
2S+1 = 3
gap between HOMO and LUMO (spin up / spin down) = 6.9 / 5.8 eV
total charge = +1
M = 93.09 g/mol

Each line ends with the Löwdin spin population.
Geometry (Å):
C 0.527 -0.674 -2.028  0.045
C 0.070 -0.284 0.701  0.648
N -0.550 -0.625 1.806  0.442
N -0.055 1.772 0.696  0.387
P -0.972 -0.421 -0.958  0.347
H 1.227 -1.324 -1.469  0.018
H 1.065 0.302 -2.060  0.001
H 0.425 -1.031 -3.036  0.003
H 1.111 -0.391 0.737  0.020
H -0.020 -0.985 2.493  0.017
H -1.567 -0.654 2.043  0.012
H -0.963 1.705 1.087  0.008
H 0.604 2.175 1.319  0.011
H 0.269 2.177 -0.230  0.008
H -1.172 -1.742 -1.103  0.033


(6)
Entry from the OMol25 dataset: 2 unconnected molecules or ions with the total composition C2H10N2S2 (ωB97M-V with the def2-TZVPD basis set).

## Properties
energy above the lowest of the compared OMol25 structures with the same formula, charge and spin = 6.4 kcal/mol
max |F| = 2.43 eV/A
2S+1 = 2
gap between HOMO and LUMO (spin up / spin down) = 3.4 / 7.1 eV
total charge = -1
M = 126.25 g/mol

Each line ends with the Löwdin spin population.
Geometry (Å):
N 0.559 0.810 0.933  -0.001
C -0.428 0.896 2.013  0.000
C -1.368 -0.286 1.913  0.002
N -2.419 -0.223 2.931  0.000
H 1.236 0.098 1.166  0.002
H 1.149 1.639 0.989  0.001
H -1.005 1.794 1.861  0.001
H 0.016 0.911 3.008  0.000
H -1.820 -0.231 0.910  0.005
H -0.825 -1.228 1.888  0.000
H -3.098 -0.954 2.763  0.000
H -2.008 -0.443 3.823  0.000
S -0.137 0.059 -2.207  0.469
S 1.938 -0.712 -1.893  0.458
H -0.364 0.291 -0.912  0.026
H 2.626 0.422 -2.088  0.034


(7)
Entry from the OMol25 dataset: 2 unconnected molecules or ions with the total composition C2H10N3 (ωB97M-V with the def2-TZVPD basis set).

## Properties
energy above the lowest of the compared OMol25 structures with the same formula, charge and spin = 15.7 kcal/mol
max |F| = 1.17 eV/A
gap between HOMO and LUMO = 10.6 eV
total charge = +1
M = 76.12 g/mol

Each line ends with the natural charge from an NBO analysis.
Geometry (Å):
C -1.637 -1.922 -0.212  -0.423
N -0.817 -1.219 0.824  -0.702
H -0.997 -1.956 -1.099  0.225
H -2.517 -1.340 -0.457  0.235
H -1.883 -2.939 0.074  0.237
H -1.205 -1.208 1.768  0.432
H 0.086 -1.678 0.844  0.425
H -0.674 -0.176 0.598  0.474
N 1.894 2.260 -0.860  -0.771
C 1.379 1.232 -0.167  0.335
N 0.334 1.200 0.579  -0.820
H 2.769 2.158 -1.336  0.417
H 1.427 3.148 -0.907  0.407
H 2.068 0.382 -0.165  0.170
H -0.227 2.057 0.516  0.360


(8)
Entry from the OMol25 dataset: 2 unconnected molecules or ions with the total composition C2H10N3 (ωB97M-V with the def2-TZVPD basis set).

## Properties
energy above the lowest of the compared OMol25 structures with the same formula, charge and spin = 28.3 kcal/mol
max |F| = 1.79 eV/A
gap between HOMO and LUMO = 9.8 eV
total charge = +1
M = 76.12 g/mol

Each line ends with the natural charge from an NBO analysis.
Geometry (Å):
C 0.124 -0.960 0.776  -0.235
C -1.012 -0.969 0.062  0.054
N -1.611 -2.075 -0.478  -0.771
N 0.695 0.305 1.282  -0.704
H 0.635 -1.918 0.998  0.230
H -1.447 -0.075 -0.380  0.206
H -2.084 -1.876 -1.397  0.404
H -1.092 -2.962 -0.522  0.399
H 1.669 0.152 1.488  0.430
H 0.248 0.547 2.135  0.430
H 0.702 1.038 0.522  0.467
N 0.757 2.088 -0.924  -1.111
H -0.114 2.577 -1.074  0.400
H 0.935 1.442 -1.713  0.395
H 1.596 2.687 -0.775  0.405


(9)
Entry from the OMol25 dataset: 2 unconnected molecules or ions with the total composition C2H10N3O (ωB97M-V with the def2-TZVPD basis set).

## Properties
energy above the lowest of the compared OMol25 structures with the same formula, charge and spin = 3.4 kcal/mol
max |F| = 1.67 eV/A
gap between HOMO and LUMO = 11.8 eV
total charge = +1
M = 92.12 g/mol

Each line ends with the natural charge from an NBO analysis.
Geometry (Å):
C -0.224 -0.809 -2.423  -0.426
N 0.627 -0.906 -1.251  -0.544
C 0.491 -0.244 -0.111  0.676
N 1.380 -0.427 0.868  -0.770
N -0.500 0.613 0.072  -0.769
H -0.662 0.188 -2.530  0.215
H -1.059 -1.504 -2.423  0.220
H 0.344 -1.039 -3.272  0.237
H 1.394 -1.553 -1.341  0.420
H 1.220 0.102 1.710  0.417
H 2.328 -0.759 0.803  0.431
H -0.643 0.967 1.018  0.449
H -1.318 0.567 -0.511  0.420
H -1.730 1.220 3.441  0.504
H -0.592 2.166 3.178  0.493
O -1.057 1.420 2.773  -0.973


(10)
Entry from the OMol25 dataset: a single C2H10N3OP molecule (ωB97M-V with the def2-TZVPD basis set).

## Properties
SMILES = CN(C)P(N)(N)=O
energy above the lowest of the compared OMol25 structures with the same formula, charge and spin = 24.8 kcal/mol
max |F| = 5.68 eV/A
gap between HOMO and LUMO = 10.3 eV
M = 123.10 g/mol

Each line ends with the natural charge from an NBO analysis.
Geometry (Å):
C 1.188 1.190 0.389  -0.453
N 0.559 0.018 -0.153  -0.798
C 1.179 -1.156 0.435  -0.431
P -1.120 -0.079 0.102  2.342
N -1.582 -1.307 -0.928  -1.209
N -1.550 1.365 -0.581  -1.216
O -1.691 -0.244 1.419  -1.101
H 1.269 2.000 -0.456  0.195
H 1.031 1.840 1.364  0.227
H 2.317 0.937 0.544  0.199
H 2.068 -1.434 -0.224  0.190
H 1.670 -0.848 1.357  0.199
H 0.623 -2.055 0.610  0.217
H -0.894 -1.313 -1.778  0.400
H -1.694 -2.222 -0.458  0.409
H -2.426 1.599 -0.296  0.411
H -0.948 1.709 -1.345  0.419


The highest max |F| belongs to which entry? number 1